Entry 1:
Molecular formula: C27H51AlB2CaCl2F5N3O12S
Method: DFT, wB97M-V/def2-TZVPD

Its charge is +2. The calculation puts the HOMO-LUMO gap at 0.0582 Eh. The spin multiplicity is 1.

Element x y z (Å)
Ca1 -5.54077 -3.02827 5.07865
Cl1 -4.20744 2.13280 2.35973
Cl2 -3.75618 0.60842 4.81468
S1 2.62501 -8.12009 3.59551
Al1 -6.90302 -2.13691 -2.35039
F1 -8.05581 -8.20605 5.75133
F2 -9.41331 -6.35510 5.50975
F3 -8.16529 -7.11339 3.71789
F4 -7.11918 -6.10733 5.51119
F5 4.96997 -0.90454 0.02738
O1 2.30622 6.17245 -2.50974
O2 8.27047 5.30845 -2.54278
O3 6.05353 4.95628 -4.45533
O4 0.58160 -4.18316 -0.31862
O5 -0.79825 -4.17989 -2.03495
O6 -0.12576 7.53164 -1.54636
O7 -0.55357 -5.84995 -0.61941
O8 2.42974 -7.22938 2.26180
O9 -6.38120 -1.47067 0.51225
O10 3.78127 -7.64836 4.30077
O11 -8.49005 -1.33173 0.58179
O12 1.34931 -8.24791 4.24682
N1 3.02797 0.88480 -1.06853
N2 -3.79501 -0.68746 -1.04907
N3 -7.61100 -2.01711 0.19727
C1 -2.95021 -1.48820 -1.73646
C2 2.76329 6.09370 -1.16662
C3 0.98038 5.67950 -2.65739
C4 6.77018 6.17044 -4.24742
C5 0.35205 0.20530 -1.08940
C6 -5.24435 -0.95889 -1.06790
C7 3.03045 -9.64520 2.80322
C8 1.31900 -0.69244 -0.64771
C9 -3.32997 0.36482 -0.34749
C10 8.20702 5.90123 -3.83555
C11 2.12812 1.76829 -1.52694
C12 -0.28688 -4.70866 -1.05111
C13 -1.59776 -1.22801 -1.75080
C14 -0.02409 6.81451 -2.76730
C15 -4.93097 1.48905 3.82995
C16 4.45260 1.23669 -1.00152
C17 0.78366 1.45303 -1.54588
C18 0.58001 8.76728 -1.57700
C19 8.50992 3.91027 -2.59733
C20 -1.08294 -0.12949 -1.05458
C21 1.86311 -5.92854 2.40825
C22 -1.98424 0.66014 -0.33433
C23 2.65801 -0.32826 -0.64241
C24 2.84290 -4.94498 3.02385
C25 5.20693 4.63907 -3.36788
C26 -6.32503 -2.29233 2.94795
C27 -7.34359 -3.53514 3.31867
B1 -5.70978 -2.51558 1.41883
B2 -8.20231 -6.96359 5.12333
H1 0.71834 5.00600 -1.83164
H2 4.34231 5.31004 -3.35972
H3 -5.35900 2.29380 4.42063
H4 0.08018 2.18753 -1.92056
H5 -8.36816 -3.10629 3.32447
H6 -5.46683 -2.16861 3.71336
H7 -5.98309 -3.57673 0.94272
H8 4.74471 1.22353 0.04374
H9 -4.51939 -2.37516 1.34345
H10 2.16961 -9.99461 2.23785
H11 2.03723 6.51267 -0.46673
H12 5.73419 4.70205 -2.41094
H13 1.04622 -1.67506 -0.27988
H14 4.60919 2.23162 -1.42371
H15 2.96791 5.04863 -0.90300
H16 -1.01296 6.39041 -2.97164
H17 8.71443 5.27779 -4.57741
H18 5.00870 0.49586 -1.56631
H19 4.85105 3.61419 -3.50239
H20 -5.76105 -0.24614 -0.42478
H21 -1.64297 1.51052 0.24390
H22 9.54602 3.71853 -2.89093
H23 3.77741 -4.93188 2.46195
H24 1.59715 -5.58876 1.40664
H25 0.62405 9.15502 -0.55970
H26 0.04582 9.48771 -2.20295
H27 -6.91798 -1.34753 3.01100
H28 2.49381 2.72825 -1.86705
H29 -7.15742 -4.01245 4.34944
H30 -5.71086 0.79672 3.52639
H31 0.23268 7.48229 -3.59428
H32 3.08630 -5.22060 4.04998
H33 -5.59777 -0.84780 -2.10668
H34 8.34906 3.50082 -1.59956
H35 6.77134 6.70710 -5.20036
H36 7.83351 3.41000 -3.29515
H37 -5.40451 -1.98011 -0.69423
H38 0.95794 5.09940 -3.58686
H39 -0.95028 -1.87760 -2.32613
H40 2.42086 -3.93746 3.03898
H41 3.88888 -9.48642 2.15388
H42 -7.26181 -4.34671 2.57071
H43 -3.37956 -2.32347 -2.27533
H44 -4.05663 0.95867 0.19550
H45 6.26523 6.79946 -3.50759
H46 3.69059 6.66000 -1.08755
H47 8.73943 6.85475 -3.77592
H48 3.47129 -0.99298 -0.28486
H49 1.59976 8.64242 -1.94728
H50 0.93670 -5.98118 2.98915
H51 3.28360 -10.35975 3.58469

Forces on atoms 1 to 3 (eV/Å):
0.01 -3.17 4.72
0.04 0.27 0.14
-0.01 -0.33 0.14

=====

Entry 2:
Molecular formula: CHBrClO4S
Method: DFT, wB97M-V/def2-TZVPD

Its charge is -1. The calculation puts the HOMO-LUMO gap (alpha / beta) at 0.1775 / 0.2338 Eh. The spin multiplicity is 3.

Element x y z (Å)
Br1 3.32977 0.09688 -0.23295
Cl1 -0.49842 2.23117 1.63403
S1 1.45082 0.72328 0.87944
O1 0.55820 0.70801 -0.52555
O2 1.20907 -0.51099 1.64046
O3 -0.37584 -2.74924 0.26432
O4 1.32407 -3.79944 1.37427
C1 0.42391 -3.26928 0.86360
H1 -0.28738 1.14349 -0.16944

Forces on atoms 1 to 3 (eV/Å):
3.99 -0.97 -2.05
-0.58 0.78 0.39
-3.87 0.15 0.16

=====

Entry 3:
Molecular formula: C19H20N2O5
Method: DFT, wB97M-V/def2-TZVPD

Its SMILES is CCCc1cc(-c2n[nH]cc2-c2ccc(C(=O)OCC)o2)c(O)cc1O. Its charge is 0. The calculation puts the HOMO-LUMO gap at 0.3122 Eh. The spin multiplicity is 1.

Element x y z (Å)
O1 1.69028 -3.35937 2.96698
O2 -0.18883 -1.87567 1.29609
O3 2.16064 -1.37411 4.06910
O4 -4.22824 1.80568 -2.36357
O5 -0.38378 4.40270 -3.20966
N1 -3.67103 -0.98762 -1.82678
N2 -3.68868 -2.22687 -1.24911
C1 -2.62982 -0.41745 -1.25178
C2 2.72520 -5.45465 3.07806
C3 -2.67250 -2.41362 -0.34131
C4 -2.02507 -1.24639 -0.20807
C5 -0.07004 2.22926 -2.18209
C6 2.58791 -4.11336 3.79700
C7 -2.88078 1.90727 -2.23442
C8 -2.25644 3.06290 -2.73505
C9 0.66940 -1.26092 2.24195
C10 -0.66456 1.02304 -1.75514
C11 2.14720 3.24704 -1.37891
C12 1.45235 2.24003 -2.32056
C13 -0.98277 -0.90982 0.77156
C14 1.89451 2.97394 0.12857
C15 -0.65127 0.31921 1.30438
C16 0.44468 0.07013 2.23281
C17 -0.88003 3.22461 -2.71830
C18 -2.09572 0.87820 -1.71075
C19 1.59766 -2.00737 3.18697
H1 2.04600 1.90892 0.36626
H2 3.54206 -3.61558 3.82505
H3 -1.11490 4.87115 -3.62432
H4 3.21785 3.17318 -1.58108
H5 1.75673 2.47058 -3.34808
H6 0.90016 0.77647 2.90535
H7 -4.48655 0.89351 -2.09094
H8 2.56190 3.61561 0.73419
H9 3.30846 -5.35109 2.13616
H10 3.22702 -6.16723 3.69824
H11 -2.42099 -3.31918 0.19860
H12 1.87914 4.24239 -1.69639
H13 2.21394 -4.25640 4.83720
H14 0.85084 3.22844 0.37348
H15 1.72563 -5.86167 2.79318
H16 -4.38587 -2.93563 -1.51845
H17 1.85682 1.26909 -2.10775
H18 -1.15870 1.28411 1.11387
H19 -2.89032 3.82038 -3.15257
H20 -0.02945 0.21621 -1.45003

Forces on atoms 1 to 3 (eV/Å):
-0.43 1.87 0.26
0.69 -0.09 0.89
-0.52 -1.39 -1.25

=====

Entry 4:
Molecular formula: C5H8S
Method: DFT, wB97M-V/def2-TZVPD

Its SMILES is C=CC=C.C=S. Its charge is 0. The calculation puts the HOMO-LUMO gap at 0.2995 Eh. The spin multiplicity is 1.

Element x y z (Å)
S1 -0.05143 -2.21160 -1.37250
C1 1.98775 0.10165 -0.13331
C2 -1.23957 0.74377 1.52842
C3 -0.16955 0.83058 0.69717
C4 1.05228 0.09875 0.83787
C5 -0.99343 -1.02484 -1.88715
H1 1.93680 0.79428 -0.87543
H2 -1.27850 0.38155 2.48856
H3 1.07140 -0.43874 1.71040
H4 -0.67951 -0.14605 -2.29383
H5 -2.17965 -1.20354 -1.75558
H6 -2.16046 1.14906 1.34626
H7 2.90996 -0.46535 -0.16333
H8 -0.20608 1.39048 -0.12752

Forces on atoms 1 to 3 (eV/Å):
0.13 0.15 -0.36
0.06 -1.33 2.91
2.59 0.44 -1.85

=====

Entry 5:
Molecular formula: C36H36BaN4OP2S2
Method: DFT, wB97M-V/def2-TZVPD

Its charge is 0. The calculation puts the HOMO-LUMO gap at 0.2722 Eh. The spin multiplicity is 1.

Element x y z (Å)
Ba1 2.66139 0.00196 1.58185
S1 5.54811 0.04422 1.90159
S2 -4.63698 1.26781 -2.18935
P1 0.03177 1.79182 0.54387
P2 1.24915 0.18252 -1.44916
O1 1.81614 -2.04646 1.77982
N1 3.19705 -0.49227 4.00885
N2 6.24385 -2.04267 3.34335
N3 -0.21155 0.61467 -0.67579
N4 4.14853 -1.44412 3.80025
C1 1.66247 2.28684 -3.16208
C2 1.74674 -3.50359 -3.09968
C3 0.99479 -1.56683 -1.87750
C4 -1.73074 2.11594 2.72340
C5 0.06952 4.34762 -0.44939
C6 1.27844 -3.18003 5.17776
C7 0.87453 -4.30435 -2.37687
C8 1.58603 -2.85435 2.78717
C9 -2.65365 -0.02631 -0.61106
C10 2.02772 -0.95338 4.29007
C11 -1.47004 0.48369 -1.41548
C12 0.27711 1.25357 -5.32344
C13 0.96765 -5.01641 3.67419
C14 0.14360 -2.38219 -1.13916
C15 -3.88766 -0.23015 -1.48275
C16 -0.44333 5.50152 -1.01726
C17 0.95011 -4.51057 4.96608
C18 1.61855 -2.35807 4.11523
C19 -2.27162 0.33174 4.24148
C20 1.81005 -2.14481 -2.84976
C21 -3.84625 1.37933 -3.81125
C22 0.42374 0.49803 -4.17289
C23 1.11812 1.00781 -3.07753
C24 0.81580 2.52869 -5.39189
C25 1.28224 -4.20918 2.59747
C26 -1.54686 -0.55549 3.45785
C27 1.50928 3.04644 -4.30927
C28 -2.66094 4.59360 -0.85140
C29 -1.01966 1.22947 1.92013
C30 -0.77528 3.30594 -0.07139
C31 -2.14947 3.44432 -0.27621
C32 0.07674 -3.74155 -1.39464
C33 -2.35967 1.66453 3.87333
C34 5.22212 -1.17044 3.10394
C35 -1.80823 5.62254 -1.22147
C36 -0.92116 -0.10844 2.30765
H1 -2.84064 1.78921 -3.77016
H2 0.69883 3.11697 -6.29146
H3 -1.44889 -1.59386 3.74635
H4 6.94115 -2.13864 2.62573
H5 2.49862 -1.52994 -3.41606
H6 0.82853 -5.36659 -2.57121
H7 0.72776 -6.05892 3.50368
H8 0.70122 -5.14995 5.80144
H9 1.13680 4.25090 -0.29189
H10 -0.00028 -0.49649 -4.12870
H11 -0.58779 -4.36239 -0.80943
H12 1.29968 -2.77957 6.18389
H13 -2.20978 6.52058 -1.66960
H14 -2.89646 0.65706 0.20128
H15 -2.39940 -0.97885 -0.13995
H16 1.93604 4.03839 -4.36082
H17 -0.45188 -1.95794 -0.34370
H18 -2.91752 2.36033 4.48530
H19 -4.46664 2.03710 -4.41628
H20 1.28947 -4.59769 1.58708
H21 -3.68539 -0.92557 -2.30093
H22 -3.72594 4.68017 -1.01463
H23 -0.35340 -0.81747 1.71575
H24 2.38156 -3.93916 -3.85821
H25 -1.29208 -0.20990 -2.24402
H26 0.22198 6.30520 -1.30012
H27 2.21219 2.68842 -2.31892
H28 -2.82782 2.65185 0.00592
H29 -3.82379 0.39882 -4.28505
H30 -2.75667 -0.01382 5.14348
H31 -0.26031 0.84614 -6.16890
H32 1.29458 -0.20943 4.59976
H33 -1.71478 1.45458 -1.86133
H34 -1.79734 3.16106 2.45276
H35 6.00703 -2.85643 3.88819
H36 -4.67687 -0.67712 -0.87794

Forces on atoms 1 to 3 (eV/Å):
0.39 1.94 -1.50
0.35 0.12 0.29
0.04 -0.01 0.01